Entry from OMol25: one molecule with the formula C2H4BrN at a distorted geometry (ωB97M-V/def2-TZVPD).

Computed properties:
LUMO level (alpha / beta) = 0.0 / 0.0 eV
HOMO energy (alpha / beta) = -9.29 / -9.29 eV
relative energy (zero: lowest compared OMol25 entry of this formula, charge and spin) = 58.5 kcal/mol
orbital gap (alpha / beta) = 9.328 / 9.327 eV

Last columns: bonded neighbours and bond lengths (Å).
Positions of all 8 atoms, in Å:
1 C 1.135 -0.316 0.783  N3 1.534, Br4 1.796, H5 1.139
2 C -0.899 0.257 -0.610  N3 1.463, H6 1.051, H7 1.045, H8 1.168
3 N 0.470 0.616 -0.238  C1 1.534, C2 1.463
4 Br 2.800 0.186 1.231  C1 1.796
5 H 0.620 -1.293 1.062  C1 1.139
6 H -1.068 0.274 -1.647  C2 1.051
7 H -1.596 0.980 -0.322  C2 1.045
8 H -1.462 -0.704 -0.259  C2 1.168

***

Entry from OMol25: a 2-piece molecular cluster, C2H4BrN overall at a distorted geometry (ωB97M-V/def2-TZVPD).

Computed properties:
LUMO level = 0.6 eV
HOMO energy = -10.92 eV
relative energy (zero: lowest compared OMol25 entry of this formula, charge and spin) = 4.1 kcal/mol
orbital gap = 11.498 eV

Last columns: bonded neighbours and bond lengths (Å).
Positions of all 8 atoms, in Å:
1 C 1.182 -0.192 -0.314  C2 1.469, N3 1.129
2 C 0.490 -1.486 -0.249  C1 1.469, H5 1.117, H6 1.062, H7 1.032
3 N 1.711 0.804 -0.273  C1 1.129
4 Br -1.943 3.855 0.698  H8 1.358
5 H -0.275 -1.593 -1.056  C2 1.117
6 H 0.053 -1.666 0.702  C2 1.062
7 H 1.128 -2.289 -0.358  C2 1.032
8 H -2.346 2.567 0.850  Br4 1.358

***

Entry from OMol25: a 2-piece molecular cluster, C2H4BrN overall at a distorted geometry (ωB97M-V/def2-TZVPD).

Computed properties:
LUMO level = 0.7 eV
HOMO energy = -10.29 eV
relative energy (zero: lowest compared OMol25 entry of this formula, charge and spin) = 55.8 kcal/mol
orbital gap = 11.028 eV

Last columns: bonded neighbours and bond lengths (Å).
Positions of all 8 atoms, in Å:
1 C -0.775 0.345 0.029  C2 1.414, N3 1.490, H5 1.170, H6 1.127
2 C 0.172 -0.527 -0.555  C1 1.414, N3 1.216, H7 1.081
3 N 0.134 -0.655 0.654  C1 1.490, C2 1.216
4 Br 3.822 -0.383 0.500  H8 1.460
5 H -0.611 1.475 0.286  C1 1.170
6 H -1.902 0.337 -0.016  C1 1.127
7 H 0.644 -0.768 -1.497  C2 1.081
8 H 3.064 0.798 0.900  Br4 1.460

***

Entry from OMol25: one molecule with the formula C2H4BrN at a distorted geometry (ωB97M-V/def2-TZVPD).

Computed properties:
LUMO level = 0.8 eV
HOMO energy = -10.30 eV
relative energy (zero: lowest compared OMol25 entry of this formula, charge and spin) = 8.1 kcal/mol
orbital gap = 11.134 eV

Last columns: bonded neighbours and bond lengths (Å).
Positions of all 8 atoms, in Å:
1 C -0.120 0.341 -0.409  C2 1.507, N3 1.255, Br4 1.969
2 C 0.332 -0.693 0.590  C1 1.507, H5 1.084, H6 1.109, H7 0.999
3 N -1.331 0.551 -0.662  C1 1.255, H8 1.003
4 Br 1.491 1.356 -0.907  C1 1.969
5 H 1.281 -1.135 0.309  C2 1.084
6 H -0.308 -1.549 0.887  C2 1.109
7 H 0.280 -0.176 1.444  C2 0.999
8 H -1.626 1.306 -1.252  N3 1.003

***

Entry from OMol25: an isolated ion of composition C2H4BrN2 and charge +1 at a distorted geometry (ωB97M-V/def2-TZVPD).

Computed properties:
LUMO level (alpha / beta) = -6.7 / -6.8 eV
HOMO energy (alpha / beta) = -14.69 / -14.34 eV
net charge = +1
relative energy (zero: lowest compared OMol25 entry of this formula, charge and spin) = 124.1 kcal/mol
orbital gap (alpha / beta) = 8.015 / 7.515 eV

Last columns: bonded neighbours and bond lengths (Å).
Positions of all 9 atoms, in Å:
1 C 1.822 -0.793 -0.444  N4 1.335, Br5 1.752
2 C -1.194 0.671 0.034  N3 1.395, H6 1.209, H7 1.005, H8 1.104
3 N 0.109 0.251 0.300  C2 1.395, N4 1.265
4 N 0.552 -0.884 -0.042  C1 1.335, N3 1.265, H9 0.996
5 Br 3.178 -0.216 0.504  C1 1.752
6 H -0.986 1.563 -0.756  C2 1.209
7 H -1.802 -0.028 -0.354  C2 1.005
8 H -1.515 0.967 1.048  C2 1.104
9 H -0.165 -1.530 -0.289  N4 0.996

***

Entry from OMol25: one molecule with the formula C2H4BrNO3 at a distorted geometry (ωB97M-V/def2-TZVPD).

Computed properties:
LUMO level (alpha / beta) = -2.0 / -1.7 eV
HOMO energy (alpha / beta) = -9.77 / -9.97 eV
relative energy (zero: lowest compared OMol25 entry of this formula, charge and spin) = 46.1 kcal/mol
orbital gap (alpha / beta) = 7.728 / 8.239 eV

Last columns: bonded neighbours and bond lengths (Å).
Positions of all 11 atoms, in Å:
1 C 1.269 0.996 -0.269  C2 1.522, H8 1.135, H9 1.176, H10 1.104
2 C 0.335 -0.127 -0.697  C1 1.522, N3 1.544, O6 1.186
3 N -0.733 -0.450 0.370  C2 1.544, O4 1.242, O5 1.372, Br7 2.332
4 O -0.489 -0.228 1.567  N3 1.242
5 O -1.247 -1.709 0.189  N3 1.372, H11 0.942
6 O 0.348 -0.881 -1.613  C2 1.186
7 Br -2.730 0.679 -0.051  N3 2.332
8 H 1.754 0.590 0.673  C1 1.135
9 H 1.958 1.294 -1.173  C1 1.176
10 H 0.773 1.954 -0.035  C1 1.104
11 H -1.239 -2.117 1.038  O5 0.942

***

We obtain molar mass values of 121.96; 121.96; 121.96; 121.96; 135.97; 169.96 Da for the records listed above, in that order.